No. 1
Below is a structure of composition C25H40GeO7PSeTi, with properties calculated with the ωB97M-V functional and the def2-TZVPD basis.

Last column: Löwdin charge in e.
Cartesian coordinates (Å):
1 Ti 0.188 -0.309 -0.443  1.06
2 O -0.008 -0.540 1.539  -0.11
3 C 0.196 0.694 2.406  -0.21
4 C 0.451 1.736 1.305  -0.40
5 O 1.083 2.729 1.348  0.23
6 O -0.150 1.348 0.101  -0.12
7 C 1.387 0.387 3.298  -0.18
8 C 1.395 -0.855 3.939  -0.04
9 C 2.416 -1.195 4.811  -0.04
10 C 3.433 -0.286 5.075  -0.03
11 C 3.412 0.960 4.470  -0.03
12 C 2.395 1.304 3.585  -0.01
13 C -1.093 0.997 3.130  -0.14
14 C -1.077 1.334 4.481  0.02
15 C -2.264 1.653 5.124  -0.02
16 C -3.464 1.636 4.429  -0.02
17 C -3.483 1.310 3.077  -0.04
18 C -2.302 1.004 2.427  -0.03
19 H -0.198 -1.300 2.110  0.13
20 H 0.580 -1.565 3.818  0.12
21 H 2.401 -2.156 5.306  0.12
22 H 4.222 -0.542 5.769  0.13
23 H 4.182 1.686 4.697  0.13
24 H 2.387 2.293 3.159  0.12
25 H -0.147 1.350 5.033  0.13
26 H -2.249 1.915 6.173  0.13
27 H -4.385 1.885 4.937  0.13
28 H -4.419 1.311 2.533  0.10
29 H -2.315 0.788 1.361  0.08
30 C 2.031 -4.076 0.312  0.04
31 C 1.243 -3.388 -0.733  -0.36
32 C 0.976 -4.066 -2.020  0.05
33 O 0.799 -2.235 -0.526  -0.12
34 H 1.605 -5.064 0.506  0.13
35 H 2.091 -3.499 1.231  0.10
36 H 3.037 -4.272 -0.075  0.13
37 H 1.918 -4.406 -2.458  0.13
38 H 0.437 -3.430 -2.716  0.10
39 H 0.404 -4.979 -1.827  0.13
40 C 2.149 3.061 -2.018  0.02
41 O 2.540 1.831 -2.707  -0.31
42 P 2.308 0.323 -2.498  1.05
43 O 0.548 0.181 -2.348  -0.53
44 C -0.282 0.802 -3.381  -0.04
45 O 2.220 0.115 -0.800  -0.49
46 C 3.447 -0.035 -0.010  0.01
47 H 3.016 3.712 -2.054  0.11
48 H 1.863 2.846 -0.992  0.07
49 H 1.328 3.503 -2.575  0.11
50 H 0.359 1.150 -4.189  0.11
51 H -0.809 1.644 -2.937  0.11
52 H -0.967 0.051 -3.763  0.09
53 H 3.522 -1.064 0.330  0.10
54 H 3.384 0.649 0.832  0.10
55 H 4.302 0.219 -0.635  0.11
56 C -5.379 -2.297 -2.009  -0.21
57 Ge -5.348 -0.436 -1.410  0.81
58 C -6.145 0.786 -2.685  -0.20
59 C -5.990 -0.222 0.413  -0.20
60 C -3.394 0.189 -1.321  -0.49
61 Se -2.094 -1.250 -1.267  1.03
62 C -2.696 -2.218 0.313  -0.28
63 H -6.204 -2.414 -2.712  0.04
64 H -5.564 -2.981 -1.180  0.03
65 H -4.472 -2.605 -2.532  0.01
66 H -7.224 0.632 -2.705  0.04
67 H -5.761 0.607 -3.689  0.04
68 H -5.958 1.824 -2.411  0.04
69 H -7.007 -0.607 0.490  0.04
70 H -6.009 0.831 0.694  0.03
71 H -5.374 -0.772 1.128  0.01
72 H -3.237 0.838 -0.458  0.01
73 H -3.160 0.743 -2.229  0.02
74 H -3.616 -2.720 0.027  0.03
75 H -2.871 -1.529 1.134  0.03
76 H -1.942 -2.962 0.564  0.04

Calculated values
Lowest unoccupied orbital energy, eV: -11.04
Net charge: +3
Relative energy (zero: lowest compared OMol25 entry of this formula, charge and spin), eV: 0.804
Highest occupied orbital energy, eV: -16.87
Multiplicity: 1
Kohn-Sham gap, eV: 5.84

No. 2
Below is a structure of composition C48H54MgN3O7PTe in a non-equilibrium geometry, with properties calculated with the ωB97M-V functional and the def2-TZVPD basis.

Last column: Löwdin charge in e.
Cartesian coordinates (Å):
1 Mg -0.657 -1.121 0.985  0.49
2 O -4.417 -5.297 -0.910  0.04
3 C -3.451 -4.488 -0.359  -0.29
4 C -2.186 -4.393 -0.926  0.06
5 C -1.265 -3.554 -0.321  -0.15
6 N -1.556 -2.892 0.773  0.10
7 C -2.757 -2.931 1.304  -0.14
8 C -3.755 -3.737 0.772  0.07
9 C -2.892 -1.985 2.514  -0.63
10 O -3.831 -2.178 3.289  0.00
11 O -1.976 -1.143 2.586  -0.05
12 C 0.133 -3.237 -0.859  -0.61
13 O 0.665 -4.049 -1.624  0.00
14 O 0.572 -2.149 -0.443  -0.04
15 H -4.043 -5.705 -1.701  0.09
16 H -1.908 -4.934 -1.821  0.12
17 H -4.735 -3.769 1.217  0.12
18 C -2.577 3.576 -4.420  -0.07
19 C -2.383 2.579 -3.308  -0.28
20 C -3.354 2.329 -2.365  -0.02
21 C -3.182 1.407 -1.321  -0.06
22 C -4.232 1.218 -0.328  -0.31
23 O -4.081 0.795 0.803  0.12
24 C -5.617 1.633 -0.765  -0.15
25 C -6.402 2.355 0.126  -0.02
26 C -7.663 2.786 -0.240  -0.10
27 C -8.163 2.477 -1.495  -0.12
28 C -7.403 1.720 -2.373  -0.10
29 C -6.136 1.297 -2.011  -0.05
30 C -1.936 0.697 -1.176  -0.30
31 O -1.720 -0.161 -0.283  -0.04
32 C -0.929 1.022 -2.155  -0.10
33 C -1.156 1.916 -3.169  0.00
34 C 0.462 0.548 -1.941  -0.22
35 N 1.212 1.070 -1.055  0.11
36 C 0.657 2.052 -0.161  -0.34
37 C 0.922 3.433 -0.705  -0.44
38 Te 3.019 3.575 -1.204  1.23
39 C 2.658 3.021 -3.225  -0.56
40 C 1.921 3.847 -4.058  -0.17
41 C 1.596 3.438 -5.339  -0.12
42 C 2.008 2.194 -5.793  -0.10
43 C 2.746 1.366 -4.963  -0.08
44 C 3.078 1.788 -3.689  -0.15
45 C 0.974 -0.493 -2.835  -0.16
46 C 2.197 -1.109 -2.574  -0.04
47 C 2.653 -2.118 -3.398  -0.08
48 C 1.882 -2.564 -4.461  -0.11
49 C 0.657 -1.971 -4.712  -0.09
50 C 0.213 -0.934 -3.914  -0.02
51 H -3.547 4.065 -4.333  0.07
52 H -2.525 3.086 -5.395  0.07
53 H -1.793 4.335 -4.391  0.07
54 H -4.277 2.896 -2.413  0.11
55 H -5.995 2.573 1.103  0.12
56 H -8.256 3.372 0.451  0.09
57 H -9.143 2.829 -1.789  0.09
58 H -7.798 1.474 -3.351  0.09
59 H -5.541 0.710 -2.697  0.12
60 H -0.355 2.136 -3.868  0.11
61 H 1.167 1.919 0.791  0.06
62 H -0.413 1.924 0.024  0.12
63 H 0.665 4.200 0.018  0.04
64 H 0.362 3.597 -1.621  0.04
65 H 1.585 4.811 -3.698  0.09
66 H 1.010 4.089 -5.978  0.10
67 H 1.750 1.870 -6.792  0.09
68 H 3.046 0.380 -5.292  0.10
69 H 3.635 1.139 -3.033  0.09
70 H 2.747 -0.804 -1.699  0.10
71 H 3.606 -2.587 -3.205  0.10
72 H 2.218 -3.388 -5.080  0.09
73 H 0.039 -2.318 -5.534  0.09
74 H -0.746 -0.472 -4.117  0.11
75 C 2.923 1.026 5.315  -0.10
76 C 1.735 0.678 4.420  -0.59
77 C 1.204 1.919 3.703  -0.12
78 C 0.574 0.175 5.276  -0.10
79 P 1.961 -0.664 3.013  0.83
80 N 0.890 -0.504 1.969  -0.25
81 C 2.084 -2.405 3.944  -0.57
82 C 2.917 -2.540 5.223  -0.09
83 C 2.645 -3.383 2.915  -0.11
84 C 0.635 -2.826 4.195  -0.10
85 C 3.745 -0.377 2.257  -0.58
86 C 3.767 -1.201 0.970  -0.11
87 C 4.996 -0.666 3.082  -0.09
88 C 3.780 1.081 1.810  -0.13
89 H 2.602 1.701 6.116  0.08
90 H 3.713 1.529 4.760  0.05
91 H 3.337 0.131 5.773  0.05
92 H 0.692 2.583 4.405  0.07
93 H 0.487 1.580 2.954  0.06
94 H 1.983 2.498 3.213  0.06
95 H 0.171 0.985 5.891  0.08
96 H 0.883 -0.622 5.947  0.05
97 H -0.216 -0.185 4.619  0.08
98 H 3.942 -2.212 5.065  0.05
99 H 2.944 -3.594 5.524  0.08
100 H 2.495 -1.972 6.051  0.05
101 H 3.712 -3.245 2.771  0.05
102 H 2.129 -3.249 1.967  0.08
103 H 2.499 -4.415 3.249  0.08
104 H 0.283 -2.543 5.184  0.07
105 H 0.519 -3.910 4.104  0.08
106 H 0.001 -2.350 3.446  0.05
107 H 4.173 -2.196 1.114  0.06
108 H 4.389 -0.707 0.224  0.07
109 H 2.750 -1.290 0.590  0.05
110 H 5.087 -1.724 3.314  0.05
111 H 5.019 -0.107 4.014  0.05
112 H 5.878 -0.380 2.499  0.08
113 H 2.894 1.266 1.213  0.03
114 H 4.658 1.275 1.189  0.07
115 H 3.815 1.778 2.641  0.05

Calculated values
Lowest unoccupied orbital energy, eV: 3.62
Net charge: -2
Highest occupied orbital energy, eV: -2.22
Multiplicity: 1
Kohn-Sham gap, eV: 5.84

No. 3
Below is a structure of composition C42H112N2O15 in a non-equilibrium geometry, with properties calculated with the ωB97M-V functional and the def2-TZVPD basis.

Last column: Löwdin charge in e.
Cartesian coordinates (Å):
1 C -1.687 2.643 -0.462  0.00
2 C -0.579 1.606 -0.019  -0.27
3 C 0.535 2.487 0.622  -0.11
4 C 1.593 1.780 1.372  -0.20
5 C 1.019 0.841 2.416  -0.05
6 C -0.174 -0.110 1.899  -0.28
7 N -1.044 0.657 0.996  -0.10
8 O -2.255 0.040 0.577  -0.03
9 C 0.515 -1.351 1.132  0.01
10 C -0.885 -0.615 3.165  -0.04
11 C 0.034 0.902 -1.343  -0.07
12 H -2.271 2.905 0.420  0.08
13 H -2.404 2.216 -1.162  0.03
14 H -1.334 3.590 -0.871  0.11
15 H 1.236 2.825 -0.141  0.14
16 H 0.146 3.288 1.252  0.06
17 H 2.315 2.437 1.857  0.09
18 H 2.195 1.112 0.756  0.04
19 H 0.620 1.428 3.243  0.09
20 H 1.729 0.214 2.956  0.04
21 H 1.451 -1.673 1.587  0.04
22 H -0.162 -2.204 1.179  0.00
23 H 0.762 -1.247 0.076  0.08
24 H -1.552 0.178 3.503  0.04
25 H -1.460 -1.511 2.931  0.09
26 H -0.311 -0.835 4.066  0.06
27 H -0.567 0.057 -1.680  -0.07
28 H 0.987 0.454 -1.062  0.07
29 H 0.308 1.523 -2.196  0.07
30 H -1.964 -0.439 -0.203  0.07
31 C -2.507 2.389 -4.976  0.00
32 C -2.105 1.031 -4.223  -0.35
33 C -3.148 -0.137 -4.308  -0.07
34 C -3.099 -0.916 -5.660  -0.16
35 C -1.668 -1.336 -5.943  -0.12
36 C -0.580 -0.196 -5.861  -0.42
37 N -0.758 0.564 -4.619  -0.11
38 O 0.229 1.515 -4.510  0.03
39 C 0.770 -0.965 -5.808  -0.01
40 C -0.615 0.686 -7.136  0.01
41 C -2.074 1.467 -2.752  -0.08
42 H -3.232 3.038 -4.484  0.09
43 H -2.964 2.191 -5.946  0.06
44 H -1.687 3.058 -5.240  0.07
45 H -2.763 -0.821 -3.552  0.08
46 H -4.152 0.168 -4.015  0.13
47 H -3.413 -0.317 -6.515  0.10
48 H -3.913 -1.639 -5.608  0.12
49 H -1.653 -1.698 -6.971  0.12
50 H -1.401 -2.167 -5.291  0.07
51 H 0.905 -1.597 -4.930  0.09
52 H 0.981 -1.494 -6.737  0.11
53 H 1.536 -0.191 -5.754  0.01
54 H 0.145 1.457 -7.012  0.08
55 H -0.396 0.065 -8.005  0.10
56 H -1.595 1.163 -7.183  0.07
57 H -1.928 0.609 -2.096  0.07
58 H -2.973 2.025 -2.490  0.10
59 H -1.351 2.262 -2.571  0.09
60 H -0.049 2.185 -5.138  0.10
61 O -0.262 4.113 3.455  -0.10
62 H -0.720 3.351 3.099  -0.16
63 H 0.084 4.566 2.686  -0.11
64 O 0.262 -0.454 -2.999  0.00
65 H 1.074 0.042 -2.893  0.05
66 H -0.110 -0.132 -3.821  -0.10
67 O 2.215 3.530 3.626  -0.06
68 H 2.326 4.443 3.890  0.06
69 H 1.394 3.521 3.133  -0.02
70 O 0.757 4.595 1.615  -0.03
71 H 0.100 4.912 0.996  0.12
72 H 1.564 4.541 1.102  0.11
73 O -1.448 2.477 2.649  0.00
74 H -1.044 1.759 2.162  0.02
75 H -2.389 2.358 2.517  -0.11
76 C -1.982 1.585 5.481  -0.04
77 C -0.579 1.057 5.305  -0.49
78 C 0.455 2.201 5.491  -0.02
79 O -0.380 0.154 6.306  -0.04
80 H -2.165 2.386 4.765  0.08
81 H -2.305 1.966 6.450  0.09
82 H -2.828 0.962 5.194  0.05
83 H -0.466 0.655 4.298  0.04
84 H 0.294 2.902 4.671  0.03
85 H 1.489 1.883 5.357  0.06
86 H 0.359 2.662 6.474  0.10
87 H 0.538 -0.126 6.299  -0.32
88 C 2.658 1.207 -2.214  -0.08
89 C 3.378 1.340 -3.573  -0.40
90 C 3.060 0.219 -4.567  -0.06
91 O 3.073 2.559 -4.246  -0.02
92 H 2.402 0.160 -2.051  0.08
93 H 1.680 1.683 -2.283  0.06
94 H 3.209 1.599 -1.359  -0.03
95 H 4.420 1.206 -3.284  0.14
96 H 3.179 -0.780 -4.148  0.09
97 H 3.758 0.351 -5.394  0.10
98 H 2.096 0.284 -5.072  -0.01
99 H 2.361 2.320 -4.844  0.06
100 C -4.805 0.370 1.080  -0.02
101 C -4.059 1.139 2.202  -0.38
102 C -3.565 0.130 3.179  -0.06
103 O -3.114 2.040 1.673  -0.04
104 H -5.657 -0.232 1.395  0.08
105 H -4.223 -0.200 0.356  0.07
106 H -5.386 1.127 0.554  0.08
107 H -4.689 1.824 2.770  0.16
108 H -4.386 -0.309 3.747  0.12
109 H -2.913 0.676 3.860  0.02
110 H -2.909 -0.586 2.684  0.06
111 H -2.609 1.424 1.136  0.03
112 C -0.973 -4.017 1.370  -0.04
113 C -2.318 -4.673 0.945  -0.47
114 C -2.504 -6.141 1.422  -0.04
115 O -3.420 -3.981 1.496  -0.04
116 H -0.916 -2.957 1.119  0.00
117 H -0.226 -4.544 0.778  0.09
118 H -0.772 -4.086 2.440  0.11
119 H -2.465 -4.670 -0.135  0.08
120 H -3.216 -6.703 0.819  0.07
121 H -2.833 -6.290 2.450  0.08
122 H -1.529 -6.609 1.285  0.07
123 H -3.127 -3.712 2.370  0.09
124 C 1.780 -3.032 -1.734  -0.03
125 C 2.740 -2.820 -0.540  -0.45
126 C 2.275 -3.420 0.802  -0.04
127 O 4.033 -3.318 -0.852  -0.04
128 H 0.845 -2.526 -1.493  0.01
129 H 1.528 -4.084 -1.868  0.10
130 H 2.183 -2.638 -2.667  0.08
131 H 2.900 -1.749 -0.411  0.11
132 H 2.536 -2.663 1.540  0.05
133 H 2.780 -4.377 0.931  0.10
134 H 1.193 -3.537 0.867  0.03
135 H 4.250 -2.945 -1.709  0.08
136 C 3.707 1.414 0.065  -0.09
137 C 4.543 2.049 1.210  -0.42
138 C 6.016 2.131 0.901  -0.05
139 O 4.079 3.382 1.427  -0.06
140 H 3.989 1.995 -0.813  0.09
141 H 2.629 1.560 0.133  -0.01
142 H 3.919 0.353 -0.066  0.13
143 H 4.420 1.501 2.145  0.14
144 H 6.597 2.161 1.823  0.08
145 H 6.235 3.003 0.284  0.09
146 H 6.372 1.324 0.261  0.08
147 H 4.634 3.716 2.135  0.10
148 C -2.491 -2.675 -0.881  -0.02
149 C -1.311 -2.239 -1.751  -0.36
150 C -1.358 -2.797 -3.216  0.00
151 O -1.374 -0.852 -1.843  -0.18
152 H -2.474 -3.765 -0.876  0.05
153 H -3.451 -2.223 -1.131  0.11
154 H -2.431 -2.394 0.170  0.06
155 H -0.357 -2.480 -1.281  0.08
156 H -0.428 -2.720 -3.780  0.07
157 H -2.213 -2.435 -3.788  0.06
158 H -1.494 -3.876 -3.147  0.09
159 H -0.738 -0.483 -2.460  -0.16
160 C 2.442 -1.114 4.210  0.01
161 C 1.431 -1.283 5.395  -0.38
162 C 1.786 -2.402 6.357  0.00
163 O 1.465 -0.096 6.120  0.06
164 H 2.223 -0.172 3.707  0.02
165 H 2.309 -1.861 3.427  0.07
166 H 3.493 -1.078 4.499  0.10
167 H 0.466 -1.408 4.905  0.11
168 H 1.641 -3.351 5.841  0.09
169 H 1.264 -2.177 7.288  0.10
170 H 2.852 -2.299 6.559  0.08
171 H 2.332 0.028 6.512  0.18

Calculated values
Lowest unoccupied orbital energy, eV: 0.15
Highest occupied orbital energy, eV: -7.25
Multiplicity: 1
Kohn-Sham gap, eV: 7.40

No. 4
Below is a structure of composition C27H19BCl2MgN2O7S in a non-equilibrium geometry, with properties calculated with the ωB97M-V functional and the def2-TZVPD basis.

Last column: Löwdin charge in e.
Cartesian coordinates (Å):
1 Mg -0.718 0.325 -1.079  0.48
2 O -4.569 0.493 -0.333  0.02
3 C -3.343 0.368 -0.358  -0.61
4 O -2.555 0.770 -1.272  -0.04
5 C -2.676 -0.344 0.806  -0.15
6 C -3.404 -0.829 1.882  0.00
7 C -2.736 -1.442 2.926  -0.06
8 C -1.350 -1.556 2.856  -0.05
9 C -0.706 -1.064 1.738  -0.08
10 N -1.345 -0.472 0.732  0.09
11 H -4.478 -0.714 1.875  0.11
12 H -3.273 -1.825 3.784  0.10
13 H -0.786 -2.020 3.653  0.10
14 H 0.369 -1.152 1.633  0.11
15 Cl -0.867 7.273 -2.256  0.56
16 C -0.621 5.639 -1.656  -0.71
17 C -0.440 5.460 -0.291  -0.19
18 C -0.236 4.149 0.159  -0.60
19 Cl -0.027 3.894 1.875  0.62
20 C -0.200 3.018 -0.667  -0.40
21 O 0.007 1.828 -0.186  -0.16
22 C -0.389 3.259 -2.092  -0.16
23 C -0.371 2.204 -3.020  -0.25
24 O -0.145 0.952 -2.791  -0.18
25 C -0.604 4.594 -2.545  -0.10
26 H -0.462 6.291 0.398  0.08
27 H -0.543 2.490 -4.071  0.11
28 H -0.764 4.768 -3.601  0.09
29 C 2.741 1.777 -1.342  -0.01
30 O 2.565 0.451 -0.827  0.08
31 H 3.782 1.912 -1.645  0.10
32 H 2.474 2.524 -0.596  0.10
33 H 2.077 1.878 -2.195  0.08
34 O 3.473 1.028 1.365  0.23
35 B 2.865 0.169 0.441  -0.75
36 O 2.628 -1.086 1.009  0.19
37 C 3.070 -0.983 2.300  -0.20
38 C 3.042 -1.934 3.297  0.00
39 C 3.552 -1.548 4.538  -0.10
40 C 4.061 -0.277 4.750  -0.11
41 C 4.084 0.681 3.735  0.01
42 C 3.576 0.295 2.514  -0.18
43 H 2.642 -2.922 3.118  0.12
44 H 3.540 -2.264 5.350  0.09
45 H 4.445 -0.013 5.728  0.09
46 H 4.473 1.678 3.887  0.12
47 S 0.955 -3.853 -2.124  0.34
48 C 0.803 -2.190 -1.640  -0.41
49 N -0.398 -1.700 -1.659  0.01
50 C -1.310 -2.626 -2.100  -0.29
51 C -2.686 -2.433 -2.274  0.01
52 C -3.455 -3.485 -2.721  -0.09
53 C -2.896 -4.731 -3.012  -0.11
54 C -1.536 -4.943 -2.858  -0.10
55 C -0.762 -3.889 -2.402  -0.47
56 H 1.677 -1.634 -1.344  0.07
57 H -3.118 -1.462 -2.076  0.11
58 H -4.520 -3.338 -2.854  0.10
59 H -3.522 -5.537 -3.372  0.09
60 H -1.090 -5.899 -3.089  0.10

Calculated values
Lowest unoccupied orbital energy (spin up / spin down), eV: 3.32 / 3.83
Net charge: -2
Relative energy (zero: lowest compared OMol25 entry of this formula, charge and spin), eV: 2.346
Highest occupied orbital energy (spin up / spin down), eV: 1.49 / -0.24
Multiplicity: 1
Kohn-Sham gap (spin up / spin down), eV: 1.83 / 4.07